# 1
Density functional theory data (ωB97M-V/def2-TZVPD) for a structure of composition C16H41N7O9P2S2.

```
! wB97M-V def2-TZVPD RIJCOSX def2/J DEFGRID3
* xyz 0 1
C -2.61 -0.48 2.15
S -3.88 -1.70 1.91
O -4.69 -1.35 0.78
O -4.58 -1.87 3.15
C -2.94 -3.22 1.60
O -3.63 -4.39 2.08
S -2.87 -5.66 1.39
O -3.85 -6.39 0.67
O -2.03 -6.32 2.30
O -1.94 -4.82 0.36
C -2.73 -3.59 0.16
N -1.96 -2.65 -0.62
C -2.30 -2.63 -1.80
O -2.76 -2.48 -2.85
H -1.86 -0.87 2.84
H -3.07 0.45 2.46
H -2.12 -0.35 1.18
H -2.02 -3.19 2.19
H -3.64 -3.96 -0.33
O -2.02 1.47 -0.28
P -2.25 2.59 -1.27
N -3.16 1.78 -2.48
C -2.65 1.09 -3.65
C -4.48 1.33 -2.04
N -0.58 2.94 -1.54
C 0.18 2.86 -2.77
C 0.27 2.77 -0.36
N -2.77 4.11 -1.84
C -2.86 4.52 -3.22
C -2.52 5.22 -0.92
H -3.47 0.96 -4.37
H -2.23 0.11 -3.42
H -1.91 1.68 -4.19
H -5.22 2.13 -2.16
H -4.48 1.02 -0.99
H -4.81 0.47 -2.62
H -0.25 2.20 -3.51
H 1.18 2.47 -2.57
H 0.33 3.85 -3.23
H 0.63 1.74 -0.28
H -0.26 3.01 0.55
H 1.14 3.44 -0.42
H -1.89 4.53 -3.73
H -3.27 5.53 -3.28
H -3.55 3.89 -3.79
H -1.50 5.63 -1.03
H -2.64 4.89 0.11
H -3.24 6.03 -1.07
O 1.69 -0.45 1.70
P 3.16 -0.46 1.37
N 3.13 -1.63 0.11
C 3.29 -3.07 0.23
C 2.42 -1.21 -1.09
N 3.74 -0.89 2.94
C 4.45 -2.09 3.35
C 3.02 -0.31 4.06
N 4.71 0.06 0.83
C 5.80 -0.78 0.42
C 5.14 1.35 1.38
H 3.54 -3.49 -0.75
H 2.38 -3.57 0.60
H 4.13 -3.34 0.86
H 3.08 -0.65 -1.77
H 1.56 -0.57 -0.85
H 2.02 -2.07 -1.64
H 4.30 -2.94 2.69
H 4.10 -2.42 4.33
H 5.53 -1.92 3.45
H 2.16 -0.92 4.36
H 2.63 0.68 3.81
H 3.68 -0.19 4.92
H 6.18 -1.42 1.22
H 6.63 -0.15 0.08
H 5.54 -1.40 -0.44
H 5.62 1.23 2.36
H 4.28 2.01 1.50
H 5.83 1.85 0.70
*
```

**HOMO level**: -8.21 eV
**Calculated total energy**: -3173.58335 a.u.
**E_LUMO**: 0.062 eV

***

# 2
Density functional theory data (ωB97M-V/def2-TZVPD) for a structure of composition C31H63F5N7O7P2S2.

```
! wB97M-V def2-TZVPD RIJCOSX def2/J DEFGRID3
* xyz -1 1
C 6.32 -1.76 1.08
O 6.97 -1.70 -0.19
C 6.49 -0.61 -0.95
C 7.26 -0.49 -2.25
C 6.60 0.62 -3.11
C 7.30 1.96 -2.91
C 6.51 3.23 -3.34
C 5.00 3.07 -3.53
C 4.14 3.21 -2.24
C 4.84 2.77 -0.95
C 3.90 2.35 0.19
C 3.26 3.52 0.96
S 1.48 3.61 0.78
O 0.92 2.49 1.51
O 1.13 4.93 1.26
N 1.25 3.56 -0.82
S 0.09 2.68 -1.42
O -1.15 2.65 -0.68
O -0.08 3.05 -2.81
C 0.57 0.89 -1.53
F 0.42 0.28 -0.33
F 1.90 0.80 -1.85
C -0.22 0.11 -2.56
C 0.33 -1.10 -2.98
C -0.30 -1.89 -3.92
C -1.50 -1.46 -4.46
C -2.07 -0.27 -4.04
C -3.36 0.24 -4.60
F -4.29 0.44 -3.64
F -3.88 -0.55 -5.56
F -3.16 1.45 -5.17
C -1.43 0.51 -3.08
H 5.64 -0.91 1.19
H 7.05 -1.73 1.89
H 5.73 -2.68 1.12
H 6.69 0.30 -0.36
H 5.41 -0.70 -1.13
H 7.24 -1.45 -2.76
H 8.28 -0.22 -1.98
H 6.65 0.28 -4.14
H 5.54 0.63 -2.83
H 8.22 1.93 -3.50
H 7.62 2.04 -1.86
H 6.94 3.57 -4.29
H 6.71 4.03 -2.63
H 4.72 2.16 -4.04
H 4.69 3.89 -4.19
H 3.85 4.26 -2.14
H 3.25 2.61 -2.39
H 5.43 3.61 -0.58
H 5.50 1.91 -1.11
H 3.11 1.68 -0.15
H 4.51 1.77 0.89
H 3.71 4.48 0.74
H 3.36 3.30 2.02
H 1.28 -1.42 -2.55
H 0.18 -2.82 -4.21
H -1.99 -2.06 -5.22
H -1.86 1.44 -2.76
O 4.78 -2.13 4.06
P 3.32 -2.15 4.42
N 3.32 -1.64 6.07
C 3.88 -2.51 7.09
C 3.85 -0.29 6.19
N 2.99 -3.82 4.24
C 2.35 -4.63 5.24
C 3.90 -4.60 3.41
N 1.66 -1.75 4.13
C 1.43 -1.33 2.73
C 0.88 -0.91 5.03
H 3.89 -1.99 8.04
H 4.90 -2.84 6.86
H 3.25 -3.39 7.24
H 3.42 0.37 5.43
H 4.94 -0.26 6.08
H 3.58 0.13 7.17
H 3.08 -5.04 5.96
H 1.84 -5.48 4.78
H 1.59 -4.07 5.79
H 4.80 -4.90 3.96
H 4.22 -4.03 2.54
H 3.39 -5.49 3.05
H 1.83 -0.33 2.52
H 0.37 -1.33 2.50
H 1.91 -2.04 2.05
H 1.24 0.12 5.10
H 0.83 -1.34 6.02
H -0.15 -0.87 4.65
O -10.26 -1.31 -2.38
P -9.31 -0.36 -1.72
N -8.88 -1.17 -0.27
C -9.87 -1.32 0.78
C -8.22 -2.44 -0.54
N -10.33 0.99 -1.48
C -10.49 1.67 -0.22
C -11.54 1.07 -2.29
N -7.91 0.66 -1.75
C -7.47 0.97 -3.12
C -6.73 0.43 -0.90
H -9.46 -1.95 1.58
H -10.81 -1.78 0.43
H -10.11 -0.37 1.25
H -7.47 -2.31 -1.33
H -8.93 -3.21 -0.88
H -7.71 -2.80 0.35
H -11.26 1.19 0.40
H -10.79 2.70 -0.38
H -9.56 1.70 0.34
H -12.36 0.46 -1.89
H -11.34 0.73 -3.31
H -11.87 2.11 -2.35
H -7.00 0.11 -3.61
H -6.77 1.80 -3.12
H -8.33 1.28 -3.73
H -6.20 -0.50 -1.12
H -7.01 0.45 0.15
H -6.04 1.26 -1.07
*
```

**HOMO level**: -6.70 eV
**Calculated total energy**: -4107.42568 a.u.
**E_LUMO**: 2.194 eV

***

# 3
Density functional theory data (ωB97M-V/def2-TZVPD) for an isolated molecule of CH6O2Si2.

```
! wB97M-V def2-TZVPD RIJCOSX def2/J DEFGRID3
* xyz 0 1
O -0.04 -0.76 -1.63
C -0.38 -0.11 -0.64
Si -2.21 0.20 -0.02
O 0.54 0.43 0.18
Si 2.14 -0.06 0.28
H -2.88 -1.07 0.17
H -2.17 0.65 1.37
H -2.94 1.22 -0.72
H 3.00 1.00 -0.22
H 2.33 -1.22 -0.55
H 2.61 -0.28 1.78
*
```

**HOMO level**: -10.51 eV
**Relative energy (zero: lowest compared OMol25 entry of this formula, charge and spin)**: 2.368 eV
**Calculated total energy**: -771.14888 a.u.
**E_LUMO**: 0.812 eV

***

# 4
Density functional theory data (ωB97M-V/def2-TZVPD) for a cluster of 2 separate species, CH3I3Si in total.

```
! wB97M-V def2-TZVPD RIJCOSX def2/J DEFGRID3
* xyz 0 3
C 0.01 -1.08 -0.87
Si 1.49 -2.08 -0.19
I 2.50 -0.62 1.49
I -3.15 -1.71 1.62
I 3.43 -2.98 -1.53
H -0.69 -1.74 -1.53
H -0.50 -0.93 0.00
H 0.14 -0.23 -1.51
*
```

**HOMO level (spin up / spin down)**: -7.93 / -9.48 eV
**Relative energy (zero: lowest compared OMol25 entry of this formula, charge and spin)**: 0.083 eV
**Calculated total energy**: -1222.46893 a.u.
**E_LUMO (spin up / spin down)**: 0.288 / -3.589 eV

***

# 5
Density functional theory data (ωB97M-V/def2-TZVPD) for an isolated molecule of C18H22N2O4S.

```
! wB97M-V def2-TZVPD RIJCOSX def2/J DEFGRID3
* xyz 0 1
C 6.24 0.97 0.90
C 4.91 0.70 0.21
C 4.69 -0.79 -0.02
C 3.38 -1.08 -0.75
N 2.24 -0.67 0.03
C 1.38 0.28 -0.36
O 1.44 0.86 -1.43
C 0.30 0.56 0.62
O 0.26 -0.18 1.75
N -0.83 0.16 2.46
C -1.47 1.10 1.80
C -2.79 1.57 2.25
S -4.09 0.87 1.13
C -3.25 -0.59 0.55
C -2.89 -1.57 1.47
C -2.16 -2.67 1.06
C -1.80 -2.80 -0.27
C -2.19 -1.84 -1.19
C -2.93 -0.72 -0.80
C -3.38 0.28 -1.82
C -4.81 -0.02 -2.26
C -0.77 1.42 0.59
C -1.17 2.51 -0.35
O -2.05 3.27 -0.05
O -0.53 2.60 -1.49
H 6.28 0.47 1.87
H 7.07 0.61 0.29
H 6.38 2.04 1.06
H 4.10 1.10 0.82
H 4.88 1.22 -0.75
H 5.51 -1.19 -0.62
H 4.70 -1.32 0.93
H 3.30 -2.15 -0.97
H 3.33 -0.52 -1.69
H 2.12 -1.09 0.94
H -2.89 2.65 2.14
H -2.99 1.25 3.27
H -3.17 -1.45 2.50
H -1.87 -3.41 1.78
H -1.22 -3.65 -0.59
H -1.91 -1.95 -2.23
H -2.72 0.24 -2.69
H -3.35 1.28 -1.40
H -5.48 0.04 -1.40
H -4.88 -1.03 -2.67
H -5.14 0.69 -3.01
H 0.23 1.95 -1.60
*
```

**HOMO level**: -8.59 eV
**Relative energy (zero: lowest compared OMol25 entry of this formula, charge and spin)**: 0.923 eV
**Calculated total energy**: -1507.78009 a.u.
**E_LUMO**: -0.358 eV

***

# 6
Density functional theory data (ωB97M-V/def2-TZVPD) for a structure of composition C25H43Cl5N3NdO6Si.

```
! wB97M-V def2-TZVPD RIJCOSX def2/J DEFGRID3
* xyz 0 4
C 2.97 -2.47 -2.62
C 2.40 -1.79 -3.84
H 2.59 -3.51 -2.56
H 2.69 -1.91 -1.71
H 4.07 -2.52 -2.68
C 2.48 -2.33 -5.07
C 3.14 -3.63 -5.37
H 2.05 -1.82 -5.92
H 2.77 -4.45 -4.74
H 4.24 -3.60 -5.25
H 2.94 -3.89 -6.41
Nd 0.41 -0.25 2.20
Cl 2.25 0.68 0.34
C -0.39 2.93 1.75
O -0.83 1.76 1.95
N -1.08 3.80 1.03
C -2.46 3.51 0.66
C -0.44 5.00 0.51
H 0.58 3.26 2.16
H -2.96 3.01 1.51
H -2.52 2.84 -0.22
H -2.95 4.46 0.42
H 0.39 5.25 1.18
H -1.17 5.81 0.47
H -0.03 4.84 -0.50
H -3.32 1.92 6.20
H -1.50 1.92 7.91
C -3.08 0.88 5.96
C -1.25 0.88 7.65
N -1.68 0.61 6.28
H -3.27 0.68 4.91
C -0.87 0.05 5.38
O -1.21 -0.23 4.20
H -0.17 0.71 7.72
H 0.17 -0.13 5.73
H -3.74 0.26 6.58
H -1.79 0.22 8.35
H -0.48 -5.23 3.19
H 0.27 -3.55 0.61
C -1.38 -5.20 2.55
C -0.75 -3.95 0.48
N -1.42 -3.97 1.76
H -2.26 -5.25 3.19
C -1.88 -2.84 2.32
O -1.55 -1.69 1.94
H -1.29 -3.33 -0.24
H -2.60 -3.01 3.14
H -1.34 -6.05 1.87
H -0.68 -4.99 0.13
O 0.56 -0.79 -2.71
C 1.68 -0.49 -3.55
C 0.25 -0.16 -5.62
C 1.26 0.31 -4.78
H -0.16 -1.16 -5.44
C -0.21 0.66 -6.66
H 2.39 0.11 -2.95
C 1.88 1.54 -5.02
H -1.00 0.27 -7.30
C 0.36 1.92 -6.87
C 1.44 2.34 -6.07
H 2.72 1.83 -4.37
H -0.03 2.56 -7.65
H 1.93 3.30 -6.27
Si -0.83 0.10 -2.37
Cl 1.68 -2.69 2.13
C -2.22 -0.53 -3.45
C -0.59 1.96 -2.52
C -1.15 -0.17 -0.57
H -2.23 -0.06 -4.44
H -3.18 -0.31 -2.96
H -2.15 -1.62 -3.58
H -1.43 -1.20 -0.32
H -1.91 0.50 -0.13
H -0.14 0.08 -0.18
H -0.37 2.30 -3.54
H 0.23 2.29 -1.86
H -1.51 2.46 -2.19
Cl 4.00 2.99 5.86
C 3.16 1.49 5.47
Cl 4.26 0.40 4.61
Cl 2.58 0.68 6.97
C 1.85 1.78 4.62
O 1.26 2.85 4.76
O 1.54 0.77 3.88
*
```

**HOMO level**: -8.53 eV
**Calculated total energy**: -4746.28733 a.u.
**E_LUMO**: 0.255 eV